Record 1
Below is 2 unconnected molecules or ions with the total composition C2H9NO, with properties calculated with wB97M-V/def2-TZVPD.

Output
net charge: 0
lowest unoccupied orbital energy: 1.00 eV
Kohn-Sham gap: 0.3952 hartree
HOMO energy: -9.76 eV

```
13
C2H9NO wB97M-V/def2-TZVPD
C 1.054 -1.030 -0.405
O 0.429 0.198 -0.229
C 0.637 1.249 -1.123
H 0.612 -1.706 0.316
H 0.930 -1.489 -1.397
H 2.136 -0.978 -0.266
H 1.694 1.556 -1.106
H 0.361 1.006 -2.150
H 0.096 2.123 -0.773
N -1.943 -0.462 1.683
H -1.418 -0.261 0.831
H -1.576 0.191 2.372
H -2.885 -0.215 1.427
```

---

Record 2
Below is 3 unconnected molecules or ions with the total composition C2H9NO2, with properties calculated with wB97M-V/def2-TZVPD.

Output
net charge: -1
2S+1: 2
lowest unoccupied orbital energy (spin up / spin down): 3.64 / 3.62 eV
Kohn-Sham gap (spin up / spin down): 0.1331 / 0.2088 hartree
HOMO energy (spin up / spin down): 0.02 / -2.06 eV

```
14
C2H9NO2 wB97M-V/def2-TZVPD
C 2.074 -0.659 -0.142
C 1.615 1.552 0.548
N 1.330 0.606 -0.370
H 1.583 -1.403 0.502
H 2.243 -1.026 -1.162
H 3.052 -0.415 0.310
H 0.924 1.973 1.304
H 2.649 1.598 0.933
H -2.561 -1.179 2.120
H -2.335 -0.824 0.700
O -1.872 -0.844 1.532
H -2.054 -0.310 -2.553
H -1.549 0.226 -1.194
O -2.315 -0.183 -1.640
```

---

Record 3
Below is 3 unconnected molecules or ions with the total composition C2H9NO2, with properties calculated with wB97M-V/def2-TZVPD.

Output
net charge: 0
lowest unoccupied orbital energy: 0.86 eV
Kohn-Sham gap: 0.3756 hartree
HOMO energy: -9.36 eV

```
14
C2H9NO2 wB97M-V/def2-TZVPD
C -0.900 0.403 -2.393
C 0.296 0.813 -1.957
N 0.726 0.474 -0.551
H -1.571 -0.032 -1.661
H -1.087 0.512 -3.441
H 1.149 1.048 -2.597
H 0.577 -0.540 -0.564
H 1.738 0.576 -0.587
O 1.507 -2.439 2.888
H 1.808 -2.766 3.743
H 0.644 -2.037 3.024
O -1.687 1.321 1.740
H -2.350 1.165 1.065
H -0.849 1.500 1.292
```

---

Record 4
Below is a molecular structure, C2H9NO2, with properties calculated with wB97M-V/def2-TZVPD.

Output
net charge: 0
lowest unoccupied orbital energy (spin up / spin down): -0.51 / 0.28 eV
Kohn-Sham gap (spin up / spin down): 0.3138 / 0.3141 hartree
HOMO energy (spin up / spin down): -9.05 / -8.26 eV

```
14
C2H9NO2 wB97M-V/def2-TZVPD
C -0.174 1.735 2.250
O -0.739 2.013 1.025
O -0.520 0.458 -0.029
H -1.401 0.815 -0.211
H 0.920 1.615 2.196
H -0.605 0.848 2.741
H -0.378 2.599 2.906
C -0.134 -1.498 -1.663
N 1.244 -1.670 -1.678
H 1.642 -2.075 -0.842
H 1.778 -0.874 -1.998
H -0.531 -1.101 -2.593
H -0.679 -2.366 -1.302
H -0.423 -0.499 -0.801
```

---

Record 5
Below is 2 unconnected molecules or ions with the total composition C2H9NO2PS2, with properties calculated with wB97M-V/def2-TZVPD.

Output
net charge: +1
lowest unoccupied orbital energy (spin up / spin down): -5.29 / -5.29 eV
Kohn-Sham gap (spin up / spin down): 0.2540 / 0.2540 hartree
HOMO energy (spin up / spin down): -12.20 / -12.20 eV

```
17
C2H9NO2PS2 wB97M-V/def2-TZVPD
C -0.193 -0.614 -1.265
C 1.192 -0.131 -0.981
N -0.963 -0.904 -0.070
O 1.635 0.870 -1.670
O -0.819 1.949 0.684
P 0.027 0.800 1.417
S -1.190 0.313 3.084
S 1.478 2.171 2.157
H -0.073 -1.514 -1.893
H -0.709 0.145 -1.859
H 1.865 -0.783 -0.431
H -1.941 -1.085 -0.289
H -1.474 1.605 3.298
H -0.612 -1.714 0.432
H 2.584 1.057 -1.574
H -1.511 1.631 0.100
H 2.131 1.257 2.877
```

---

Record 6
Below is 3 unconnected molecules or ions with the total composition C2H9NO3, with properties calculated with wB97M-V/def2-TZVPD.

Output
net charge: 0
lowest unoccupied orbital energy: 0.43 eV
Kohn-Sham gap: 0.3899 hartree
HOMO energy: -10.18 eV

```
15
C2H9NO3 wB97M-V/def2-TZVPD
C -1.346 -0.528 1.221
C -1.327 -0.903 -0.229
N -2.205 -0.248 -1.066
O -0.656 -1.835 -0.595
H -0.665 -1.222 1.701
H -0.896 0.470 1.391
H -2.313 -0.384 1.694
H -2.288 -0.565 -2.019
H -2.888 0.439 -0.810
O 4.702 1.614 2.801
H 4.647 0.651 2.791
H 4.006 1.862 2.185
O -0.008 1.016 -2.388
H 0.198 1.952 -2.459
H -0.838 0.960 -1.884
```

---

Record 7
Below is 3 unconnected molecules or ions with the total composition C2H9NO4, with properties calculated with wB97M-V/def2-TZVPD.

Output
net charge: 0
lowest unoccupied orbital energy: 0.24 eV
Kohn-Sham gap: 0.3802 hartree
HOMO energy: -10.10 eV

```
16
C2H9NO4 wB97M-V/def2-TZVPD
C -0.211 -2.433 -0.969
N 0.999 -1.871 -0.460
C 1.224 -0.550 -0.123
O 2.337 -0.093 -0.152
O 0.098 0.162 0.171
H -0.076 -3.312 -1.592
H -0.741 -1.771 -1.661
H -0.920 -2.675 -0.169
H 1.846 -2.422 -0.344
H -0.611 -0.445 -0.034
O -5.859 2.602 -2.176
H -4.907 2.507 -2.297
H -5.953 2.410 -1.248
O 2.413 1.585 3.523
H 2.396 1.485 2.549
H 3.369 1.706 3.662
```

---

Record 8
Below is 3 unconnected molecules or ions with the total composition C2H9NO4, with properties calculated with wB97M-V/def2-TZVPD.

Output
net charge: 0
lowest unoccupied orbital energy: 0.61 eV
Kohn-Sham gap: 0.3910 hartree
HOMO energy: -10.03 eV

```
16
C2H9NO4 wB97M-V/def2-TZVPD
O -1.701 -1.818 0.608
C -1.084 -1.924 -0.426
N -0.120 -1.074 -0.874
C 0.204 0.104 -0.076
O 0.140 1.276 -0.852
H -1.316 -2.807 -1.034
H -0.198 -0.920 -1.871
H 1.128 -0.082 0.481
H -0.472 0.229 0.768
H 1.035 1.389 -1.186
O 1.176 3.196 -2.851
H 0.461 2.835 -2.311
H 1.410 4.060 -2.523
O 0.666 -0.770 4.192
H 1.189 -0.557 4.963
H 1.008 -1.596 3.800
```

---

Record 9
Below is a molecular structure, C2H9NO4, with properties calculated with wB97M-V/def2-TZVPD.

Output
net charge: 0
lowest unoccupied orbital energy: -5.68 eV
Kohn-Sham gap: 0.1608 hartree
HOMO energy: -10.06 eV

```
16
C2H9NO4 wB97M-V/def2-TZVPD
O -2.321 -0.951 -1.104
C -1.170 -1.366 -1.201
N -0.093 -0.883 -1.790
C -0.752 0.297 0.957
O -0.278 1.125 1.880
H -0.801 -2.333 -0.722
H -0.315 -0.322 -2.621
H -0.702 0.563 -0.108
H -0.363 -0.743 1.098
H -1.872 0.130 1.136
H 0.664 1.565 1.340
H 1.671 2.802 0.666
O 1.738 1.864 0.912
H 1.972 0.323 0.288
H 1.609 -0.770 -0.730
O 2.114 -0.624 0.073
```

---

Record 10
Below is 3 unconnected molecules or ions with the total composition C2H9NO4, with properties calculated with wB97M-V/def2-TZVPD.

Output
net charge: 0
lowest unoccupied orbital energy: 0.56 eV
Kohn-Sham gap: 0.3918 hartree
HOMO energy: -10.10 eV

```
16
C2H9NO4 wB97M-V/def2-TZVPD
N 1.730 -1.873 -0.731
C 0.298 -2.020 -0.542
C -0.276 -0.852 0.255
O 0.363 -0.193 1.039
O -1.582 -0.668 0.021
H 2.224 -2.589 -0.195
H 1.951 -2.213 -1.665
H -0.053 -2.895 0.019
H -0.278 -2.030 -1.468
H -1.802 0.294 0.067
O 0.630 3.538 -0.216
H 1.103 2.848 -0.690
H -0.222 3.128 -0.019
O -1.582 1.644 1.176
H -1.751 2.560 1.374
H -0.753 1.322 1.574
```

---

Record 11
Below is 3 unconnected molecules or ions with the total composition C2H9NO4, with properties calculated with wB97M-V/def2-TZVPD.

Output
net charge: +1
2S+1: 2
lowest unoccupied orbital energy (spin up / spin down): -4.23 / -10.03 eV
Kohn-Sham gap (spin up / spin down): 0.3759 / 0.1624 hartree
HOMO energy (spin up / spin down): -14.46 / -14.45 eV

```
16
C2H9NO4 wB97M-V/def2-TZVPD
C -1.797 -0.391 -1.173
N -0.426 -0.427 -1.529
C 0.531 0.219 -0.736
O 0.097 0.721 0.411
O 1.622 0.447 -1.213
H -2.359 -1.047 -1.852
H -1.834 -0.837 -0.162
H -2.245 0.603 -1.243
H -0.083 -0.387 -2.497
H 0.790 1.363 0.678
H 4.689 0.880 0.369
H 3.265 0.477 0.014
O 4.014 0.204 0.508
H -1.545 -0.039 2.645
H -2.332 -1.378 2.889
O -2.387 -0.407 2.892
```

---

Record 12
Below is 2 unconnected molecules or ions with the total composition C2H9NOS, with properties calculated with wB97M-V/def2-TZVPD.

Output
net charge: 0
lowest unoccupied orbital energy: 0.70 eV
Kohn-Sham gap: 0.3714 hartree
HOMO energy: -9.40 eV

```
14
C2H9NOS wB97M-V/def2-TZVPD
N -1.597 1.325 -0.438
C -1.333 -0.019 -0.899
O -1.778 -1.034 0.007
H -0.882 1.677 0.172
H -2.481 1.343 0.039
H -0.268 -0.179 -1.071
H -1.858 -0.138 -1.844
H -1.303 -0.883 0.831
C 2.100 -0.798 0.351
S 2.190 0.835 1.145
H 2.838 -1.431 0.835
H 2.300 -0.733 -0.714
H 1.130 -1.250 0.528
H 0.942 1.284 1.059
```

---

Listing molar mass for the structures above in their given order: 63.10; 79.10; 79.10; 79.10; 174.21; 95.10; 111.10; 111.10; 111.10; 111.10; 111.10; 95.17 g mol⁻¹.
Listing electronic energy for the structures above in their given order: -5756.757; -7802.408; -7803.897; -7799.794; -38757.047; -9852.782; -11900.144; -11899.540; -11892.107; -11900.256; -11890.457; -16592.217 eV.